{"formula": "C6H6O", "method": "wB97M-V/def2-TZVPD", "species": ["O", "C", "C", "C", "C", "C", "C", "H", "H", "H", "H", "H", "H"], "xyz": [[-0.64270, -0.18312, 1.77330], [-0.32036, -0.38852, -2.97823], [-0.19534, -0.03600, -1.83334], [1.06203, -0.16581, 0.23157], [-0.04308, 0.16671, -0.43880], [-1.17403, 0.36220, 0.56383], [0.75674, -0.11716, 1.66741], [1.21514, -0.80344, 2.38872], [-0.43530, -0.69241, -3.99200], [1.22553, 0.91147, 1.68890], [2.07599, -0.30501, -0.11005], [-2.08953, -0.16200, 0.26412], [-1.43509, 1.41309, 0.77457]], "forces_ev_per_angstrom": [[-0.0219, 0.2392, -0.0403], [-0.0264, 0.2656, 0.2666], [-0.1682, 0.0646, -0.6726], [-0.2485, -0.8182, -0.6477], [0.1414, -0.7628, 0.0654], [-0.0813, -0.0417, 0.0213], [0.7982, 1.1178, 0.1187], [0.0156, 0.1878, -0.4578], [0.0130, 0.0632, 0.0559], [-0.6655, -0.0730, 1.9185], [-0.1232, -0.1956, -0.3980], [0.1959, -0.0028, 0.2254], [0.1710, -0.0441, -0.4553]], "lowdin_charge": [-0.106, 0.123, -0.101, -0.022, -0.237, -0.129, -0.215, 0.135, 0.024, 0.142, 0.130, 0.129, 0.129], "fmax_ev_per_a": 2.032, "smiles": "C#CC1=CCOC1"}

---

{"formula": "C6H6O", "method": "wB97M-V/def2-TZVPD", "species": ["O", "C", "C", "C", "C", "C", "C", "H", "H", "H", "H", "H", "H"], "xyz": [[-1.76716, 0.45697, 1.38690], [-1.26793, 0.06293, 0.13800], [1.07554, -0.51312, -2.39595], [0.71069, -0.05955, -1.34208], [0.21761, 0.45607, -0.05958], [0.89516, -1.13542, 1.73299], [1.10343, -0.01623, 1.09981], [0.26659, 1.55037, -0.06200], [1.93649, 0.61299, 1.42342], [-1.32182, -0.07557, 2.06157], [-1.85978, 0.59244, -0.61413], [1.40200, -0.91514, -3.33072], [-1.39082, -1.01673, -0.03822]], "forces_ev_per_angstrom": [[0.0716, -0.1062, 0.2013], [0.0035, -0.0856, -0.3073], [-0.1609, 0.1986, 0.4282], [0.1652, -0.1212, -0.4839], [-0.1016, 0.0772, -0.0872], [0.2109, 0.6973, -0.2366], [-0.1698, -0.6325, 0.2154], [0.0126, -0.1336, -0.0306], [-0.0628, -0.1851, 0.0075], [-0.1021, 0.1446, -0.0165], [0.1184, -0.1031, 0.0533], [-0.0560, 0.0838, 0.1895], [0.0710, 0.1657, 0.0670]], "lowdin_charge": [-0.059, -0.255, 0.135, -0.112, -0.324, 0.211, -0.213, 0.147, 0.116, 0.066, 0.129, 0.031, 0.129], "fmax_ev_per_a": 0.766}

---

{"formula": "C6H6O2", "method": "wB97M-V/def2-TZVPD", "species": ["O", "O", "C", "C", "C", "C", "C", "C", "H", "H", "H", "H", "H", "H"], "xyz": [[2.36098, -0.72847, -0.54709], [-2.53751, -0.68365, -0.20036], [-0.69227, 0.59710, -0.24107], [1.26068, -0.22885, 0.22866], [-0.14198, -0.61482, -0.24594], [-1.40421, -1.34530, -0.04092], [0.67711, 1.30261, -0.16827], [-2.13040, 0.70937, -0.24183], [-3.05471, 1.53512, -0.04435], [0.92610, 1.97452, 0.81075], [-1.44630, -2.43109, 0.07268], [1.32234, 1.36036, -1.05889], [1.42205, -0.16228, 1.26240], [3.43814, -1.28463, 0.41422]], "forces_ev_per_angstrom": [[2.8425, -1.3716, 4.0997], [2.0100, 2.2539, 0.8163], [-2.1310, 6.4659, -1.1369], [-0.8717, 0.8513, -2.4611], [-4.6206, -4.6654, 2.2598], [3.3706, -2.8995, -1.1103], [2.0581, -0.5403, 3.0495], [0.2098, 0.4828, 0.4676], [3.2463, -2.6811, -0.8513], [-0.6820, -0.9219, -2.9608], [-0.6520, 0.3426, -0.1088], [-0.9513, 1.3678, -0.0007], [0.1760, -0.7488, 1.3574], [-4.0047, 2.0645, -3.4205]], "lowdin_charge": [-0.165, -0.022, -0.256, -0.326, -0.115, -0.085, -0.017, 0.000, 0.174, 0.148, 0.120, 0.105, 0.105, 0.332], "fmax_ev_per_a": 6.944}

---

| no. | HOMO-LUMO gap (eV) |
| --- | --- |
| 1 | 9.56 |
| 2 | 9.48 |
| 3 | 7.15 |